No. 1
Here is a structure of composition C31H54Cl2HfO2P2Si2 from the OMol25 dataset. Energies are from ωB97M-V/def2-TZVPD.

XYZ file:
```
94
Properties=species:S:1:pos:R:3:forces:R:3:mulliken_charge:R:1
Hf -0.628 0.061 -0.403 -1.5 -0.7 -3.1 0.992
C 1.593 -0.124 -1.870 -0.2 0.1 -0.6 -0.653
C 0.813 -1.300 -2.061 0.4 0.5 -0.6 -0.069
C -0.438 -0.863 -2.641 1.1 -0.2 -0.4 -0.188
Si 1.495 -3.044 -1.783 -0.6 0.7 0.5 -0.026
C -0.416 0.539 -2.758 0.9 0.3 -0.5 0.145
C 0.836 1.032 -2.236 0.3 -0.6 -0.6 0.159
Si 1.555 2.770 -2.165 -0.8 -0.7 0.3 -0.237
H 2.654 -0.112 -1.608 -0.7 0.0 0.3 0.600
H -1.215 -1.534 -2.977 -0.1 0.2 0.1 0.292
H -1.183 1.169 -3.195 0.0 -0.3 0.2 0.304
Cl -2.408 0.042 1.062 -1.6 0.1 2.1 -0.497
C 3.405 2.718 -1.995 0.1 0.0 -0.1 -1.112
C 1.027 3.692 -3.693 0.2 0.3 -0.2 -1.034
C 3.352 -3.092 -1.764 0.1 0.1 -0.1 -1.005
C 0.831 -4.171 -3.111 0.1 -0.2 -0.2 -1.176
H 1.595 3.283 -4.541 -0.2 0.2 0.1 0.369
H 1.281 4.757 -3.593 -0.1 -0.2 -0.1 0.349
H -0.043 3.604 -3.920 0.3 0.0 0.1 0.345
H 3.705 2.042 -1.184 0.0 0.2 -0.1 0.260
H 3.777 3.728 -1.776 0.0 -0.2 0.0 0.380
H 3.857 2.372 -2.933 0.0 0.1 0.2 0.326
H 1.342 -3.905 -4.049 -0.2 -0.1 0.1 0.357
H -0.250 -4.095 -3.276 0.3 0.0 0.0 0.381
H 1.080 -5.213 -2.870 -0.1 0.1 -0.1 0.338
H 3.746 -2.773 -2.738 0.0 -0.1 0.2 0.323
H 3.688 -4.119 -1.567 0.0 0.2 -0.1 0.387
H 3.741 -2.428 -0.981 -0.1 -0.2 -0.2 0.173
C 0.815 3.515 -0.585 0.4 0.4 -0.3 -1.239
C 0.863 -3.496 -0.050 0.4 -0.5 -0.4 -1.155
P -0.862 2.887 -0.255 0.0 0.6 0.2 0.301
H 0.835 4.613 -0.658 0.0 -0.3 0.2 0.996
H 1.470 3.224 0.253 -0.2 0.0 -0.2 0.229
P -0.773 -2.767 0.254 0.1 -0.4 0.4 0.375
H 1.592 -3.083 0.666 -0.2 0.0 -0.2 0.002
H 0.855 -4.590 0.072 0.0 0.3 0.1 1.119
C -1.121 -3.293 2.028 -0.1 0.1 -0.5 0.687
C -1.901 -3.836 -0.802 0.1 0.0 -0.1 1.327
C -1.906 3.767 -1.537 0.0 -0.1 -0.1 1.261
C -1.317 3.753 1.348 -0.1 0.0 -0.3 0.788
C -1.056 2.866 2.561 -0.2 -0.2 0.1 -1.612
H -2.401 3.914 1.246 0.2 0.0 0.2 0.547
C -0.612 5.096 1.565 0.0 0.2 0.1 -1.646
H 0.470 4.955 1.693 -0.3 0.0 0.0 0.259
H -0.999 5.538 2.495 0.1 -0.1 -0.2 0.499
H -0.772 5.826 0.767 0.1 -0.2 0.2 0.290
H -1.624 1.935 2.508 0.2 0.2 0.1 0.255
H -1.344 3.400 3.474 0.1 -0.1 -0.1 0.611
H 0.005 2.611 2.647 -0.2 0.1 -0.1 0.186
H -1.531 3.370 -2.495 -0.1 0.1 0.3 -0.520
C -1.752 5.294 -1.555 0.0 0.1 -0.1 -1.758
C -3.399 3.410 -1.420 -0.1 -0.1 -0.1 -1.095
H -0.721 5.635 -1.708 -0.2 -0.1 0.1 0.298
H -2.149 5.741 -0.635 0.1 -0.1 -0.3 0.320
H -2.352 5.689 -2.388 0.2 -0.1 0.2 0.515
H -3.636 2.504 -1.986 0.1 0.3 0.3 0.224
H -4.006 4.227 -1.841 0.2 -0.2 0.2 0.444
H -3.714 3.261 -0.377 0.0 0.0 -0.3 0.197
H -1.549 -3.636 -1.828 -0.1 0.0 0.4 -0.677
C -3.380 -3.414 -0.718 -0.2 0.0 0.0 -1.185
C -1.791 -5.348 -0.556 -0.1 -0.1 -0.1 -1.820
H -0.773 -5.742 -0.655 -0.2 0.1 0.1 0.299
H -2.412 -5.867 -1.303 0.2 0.1 0.2 0.501
H -2.190 -5.617 0.431 0.1 0.1 -0.3 0.365
H -3.620 -2.659 -1.474 0.1 -0.3 0.4 0.386
H -3.647 -3.014 0.271 0.0 -0.1 -0.3 0.223
H -4.025 -4.285 -0.917 0.2 0.2 0.1 0.454
C -0.653 -2.238 3.026 -0.3 0.2 0.0 -1.331
C -0.511 -4.635 2.428 0.0 -0.3 0.1 -1.567
H -2.218 -3.359 2.047 0.1 0.0 0.2 0.545
H 0.586 -4.565 2.475 -0.3 0.0 0.0 0.247
H -0.776 -5.471 1.774 0.1 0.2 0.2 0.288
H -0.870 -4.885 3.436 0.1 0.0 -0.1 0.487
H 0.436 -2.143 3.027 0.0 0.0 0.0 0.250
H -0.955 -2.541 4.034 0.1 0.0 0.0 0.604
H -1.090 -1.259 2.816 0.1 -0.1 0.1 0.117
C -3.094 -0.008 -1.812 0.6 0.2 1.2 -1.363
H -3.160 0.031 -2.910 0.1 0.0 0.1 0.364
H -3.540 -0.956 -1.449 0.1 0.8 -0.2 -0.062
H -3.676 0.824 -1.369 0.1 -0.7 -0.2 0.195
Cl 3.447 0.195 7.108 0.1 0.0 0.6 -0.215
C 3.092 0.106 5.441 -0.5 0.0 -1.5 0.330
C 3.401 -1.056 4.714 -0.2 0.4 -0.1 -0.755
C 3.085 -1.125 3.354 -0.1 0.3 0.4 -0.556
C 2.440 -0.047 2.729 0.2 -0.1 0.1 -0.037
C 2.197 1.128 3.434 -0.1 -0.3 0.4 0.157
C 2.481 1.199 4.803 0.3 -0.2 -0.2 -0.767
C 2.072 -0.212 1.282 0.2 -0.3 -0.8 0.232
O 2.857 -0.783 0.535 -0.6 0.3 0.8 -0.619
O 0.871 0.222 0.889 1.8 0.0 1.9 0.279
H 3.871 -1.890 5.226 0.0 0.1 -0.1 0.403
H 3.321 -2.023 2.781 -0.1 0.3 0.1 0.449
H 1.790 1.980 2.891 0.0 -0.2 0.3 0.175
H 2.237 2.092 5.377 0.2 -0.2 -0.2 0.414
```
Positions in Å, forces in eV/Å.

HOMO level (Eh): -0.2241
E (eV): -97808.2446
Frontier orbital gap (eV): 6.258
LUMO energy (eV): 0.160

No. 2
Here is a structure of composition C4H2KMgO2 from the OMol25 dataset. Energies are from ωB97M-V/def2-TZVPD.

XYZ file:
```
10
Properties=species:S:1:pos:R:3:forces:R:3:mulliken_charge:R:1
O 0.862 1.389 -0.506 -0.3 0.4 -1.1 -0.361
C -0.451 1.262 -0.312 0.2 -0.8 2.8 0.091
C -1.222 0.876 0.592 -0.3 0.6 -2.4 -0.369
C 0.972 -0.999 1.389 -0.4 -1.6 1.1 -1.131
C 0.496 -1.861 0.592 -1.4 2.5 0.2 0.526
O -0.397 -2.146 -0.263 -0.8 -1.1 -1.5 -0.525
Mg -1.926 -0.922 -1.421 1.1 -0.9 0.6 0.296
H 1.068 1.776 -1.368 -0.3 0.1 0.0 0.346
H -2.235 0.585 0.833 0.6 0.2 0.5 0.345
K 2.834 0.040 0.463 1.7 0.5 -0.4 0.782
```
Positions in Å, forces in eV/Å.

HOMO level (alpha / beta) (Eh): -0.2302 / -0.1997
E (eV): -30036.7100
Frontier orbital gap (alpha / beta) (eV): 5.480 / 4.128
Spin multiplicity: 2
LUMO energy (alpha / beta) (eV): -0.784 / -1.306

No. 3
Here is a structure of composition C5H6N2O from the OMol25 dataset. Energies are from ωB97M-V/def2-TZVPD.

XYZ file:
```
14
Properties=species:S:1:pos:R:3:forces:R:3:mulliken_charge:R:1
C 0.012 -1.860 0.479 -0.2 -0.2 0.1 -1.246
C -0.660 0.569 0.031 -0.7 0.3 -1.5 0.118
C 0.448 1.371 0.164 1.0 -1.6 0.4 0.203
C -0.167 -0.712 -0.512 1.0 0.2 0.1 0.418
O -1.951 0.947 -0.038 -0.2 0.0 0.8 -0.500
N 0.942 2.440 0.545 0.0 1.4 -0.1 -0.580
C 1.308 -0.090 -0.707 -1.4 -0.4 0.4 0.096
N 2.339 -0.317 -1.232 0.1 0.2 0.0 -0.523
H -2.024 1.911 0.051 0.0 -0.4 0.0 0.314
H 0.299 3.232 0.448 0.2 0.2 0.0 0.227
H -0.704 -1.043 -1.407 0.3 0.0 -0.1 0.412
H 0.524 -2.693 -0.007 -0.1 0.1 0.0 0.357
H 0.601 -1.561 1.349 0.0 0.1 -0.1 0.346
H -0.967 -2.194 0.835 0.1 0.0 -0.1 0.356
```
Positions in Å, forces in eV/Å.

HOMO level (alpha / beta) (Eh): -0.3116 / -0.2934
E (eV): -10304.9339
Frontier orbital gap (alpha / beta) (eV): 7.624 / 6.733
LUMO energy (alpha / beta) (eV): -0.854 / -1.251

No. 4
Here is a cluster of 18 separate species, C12H48O20 in total from the OMol25 dataset. Energies are from ωB97M-V/def2-TZVPD.

XYZ file:
```
80
Properties=species:S:1:pos:R:3:forces:R:3:mulliken_charge:R:1
C 0.017 2.763 2.123 0.2 0.3 -0.6 -1.268
C -0.380 1.414 1.685 0.4 1.0 0.5 1.076
C -1.382 0.736 2.289 -0.3 0.9 0.7 -0.559
C -1.745 -0.474 1.856 -1.4 -1.4 0.6 -1.314
C -1.132 -1.058 0.810 -0.4 -1.1 -0.4 -0.599
C -0.128 -0.399 0.213 0.9 -0.9 -1.9 0.493
C 0.565 -0.992 -0.964 0.6 0.5 -0.1 -1.503
C 0.449 -0.147 -2.220 -1.6 -0.3 0.2 0.387
O 1.569 0.655 -2.525 0.5 0.0 0.8 -0.455
C 2.276 -0.058 -3.442 -0.4 0.5 0.4 0.532
O 3.451 -0.120 -3.471 1.4 0.3 -0.4 -0.557
O 1.430 -0.655 -4.253 -0.3 -1.1 -0.4 -0.423
C 0.176 -0.910 -3.513 1.8 0.9 -0.8 0.663
C -0.921 -0.389 -4.354 -0.1 0.4 0.3 -1.060
C 0.241 0.819 0.646 1.0 1.0 -0.3 -0.454
H -0.812 3.327 2.480 -0.5 0.3 0.5 0.063
H 0.381 3.286 1.261 0.4 0.5 -0.5 0.480
H 0.814 2.760 2.840 0.4 -0.1 0.6 0.218
H -1.894 1.178 3.081 -0.7 0.6 1.2 0.669
H -2.535 -0.987 2.339 -0.8 -0.4 0.5 0.453
H -1.419 -2.007 0.437 -0.3 -0.8 -0.1 0.415
H 1.602 -1.026 -0.695 0.9 -0.5 -0.1 0.062
H 0.203 -1.984 -1.135 -0.1 -0.7 -0.2 0.587
H -0.390 0.495 -2.059 -0.5 0.7 0.1 0.465
H 0.172 -1.966 -3.410 -0.3 -0.9 0.4 0.326
H -1.736 -1.039 -4.246 -1.4 -0.9 -0.2 0.325
H -0.594 -0.314 -5.368 0.0 -0.1 -0.7 0.377
H -1.256 0.578 -4.038 0.0 0.6 0.0 0.021
H 1.035 1.330 0.157 0.7 0.5 -0.5 0.650
O -2.040 5.062 3.291 -0.1 0.1 0.2 -0.611
H -1.941 5.484 4.149 0.0 0.1 0.0 0.283
H -2.984 5.116 3.102 0.0 -0.1 -0.1 0.309
O -2.332 2.651 -4.046 0.1 0.2 0.2 -0.690
H -2.240 3.518 -4.464 -0.2 0.0 -0.2 0.361
H -1.710 2.671 -3.310 0.1 -0.1 0.0 0.227
O 0.741 -3.696 1.184 0.0 -0.2 0.0 -0.413
H 0.539 -4.634 1.302 0.3 0.1 -0.1 0.252
H 1.114 -3.439 2.043 -0.1 0.3 0.0 0.231
O -1.204 6.632 -1.575 0.1 -0.2 0.3 -0.695
H -0.370 6.574 -2.068 -0.1 0.2 0.0 0.347
H -0.954 6.562 -0.644 0.0 0.0 -0.2 0.333
O 2.088 -2.678 3.540 -0.3 -0.2 0.0 -0.402
H 2.944 -2.861 3.136 0.1 0.3 -0.2 0.326
H 2.064 -1.697 3.548 0.1 -0.2 -0.1 0.142
O -1.135 2.266 5.023 0.0 0.1 0.3 -0.566
H -1.148 3.220 4.899 0.0 0.0 -0.2 0.283
H -0.437 2.107 5.663 0.0 -0.1 0.0 0.286
O 1.139 7.281 -3.095 0.1 -0.1 -0.1 -0.630
H 1.680 8.033 -2.844 0.0 0.1 0.1 0.295
H 1.290 7.167 -4.037 0.0 -0.1 -0.1 0.305
O -3.203 4.450 -1.543 0.3 0.2 0.1 -0.632
H -2.572 5.190 -1.515 -0.2 0.0 -0.1 0.401
H -2.910 3.948 -2.309 -0.3 -0.1 -0.1 0.319
O -1.985 -3.388 -3.724 0.1 0.2 0.2 -0.614
H -2.534 -4.169 -3.639 -0.1 -0.1 0.0 0.283
H -1.623 -3.473 -4.611 0.0 -0.1 -0.1 0.324
O 2.903 -5.131 4.690 0.1 0.0 0.0 -0.674
H 2.515 -4.272 4.465 -0.2 0.0 0.0 0.333
H 2.142 -5.680 4.899 -0.1 0.0 0.1 0.305
O 0.966 -6.373 2.197 -0.2 -0.2 0.0 -0.521
H 1.784 -6.807 2.457 0.1 0.1 0.0 0.273
H 0.366 -7.089 1.965 0.0 0.0 0.0 0.255
O 3.984 -2.002 5.588 0.1 0.0 0.1 -0.573
H 3.782 -2.939 5.689 -0.1 -0.1 0.0 0.283
H 4.368 -1.750 6.433 0.1 0.0 0.0 0.280
O -2.349 -5.357 -5.923 0.0 0.0 0.0 -0.589
H -2.901 -6.138 -5.831 -0.1 0.0 0.0 0.290
H -1.978 -5.428 -6.807 0.0 0.0 -0.1 0.291
O -3.672 4.963 -5.174 0.1 0.0 -0.1 -0.571
H -3.952 5.716 -5.699 0.0 0.1 0.0 0.276
H -4.488 4.565 -4.856 0.0 -0.1 0.1 0.310
O 2.580 -0.097 2.747 -0.1 0.3 0.2 -0.585
H 2.638 -0.093 1.786 0.0 -0.2 -0.1 0.270
H 3.352 0.390 3.043 0.1 0.0 0.1 0.244
O 3.952 -2.135 1.027 -0.1 -0.3 0.1 -0.579
H 4.765 -2.598 1.246 0.1 0.0 -0.1 0.272
H 3.320 -2.835 0.816 -0.1 0.1 -0.2 0.294
O -1.155 -3.886 3.938 0.0 -0.1 0.2 -0.630
H -0.844 -4.439 3.215 0.0 0.0 -0.1 0.315
H -0.410 -3.300 4.106 0.0 0.1 0.0 0.304
```
Positions in Å, forces in eV/Å.

HOMO level (Eh): -0.3001
E (eV): -54173.3991
Frontier orbital gap (eV): 8.422
LUMO energy (eV): 0.256